# 1
{
  "formula": "C12H17P",
  "method": "the ωB97M-V functional and the def2-TZVPD basis",
  "e_above_lowest_kj_mol": 261.9,
  "orbital_gap_ev": 9.03,
  "total_energy_ev": -22005.719,
  "multiplicity": 1,
  "elements": ["C", "C", "C", "C", "C", "C", "C", "C", "C", "C", "C", "C", "P", "H", "H", "H", "H", "H", "H", "H", "H", "H", "H", "H", "H", "H", "H", "H", "H", "H"],
  "xyz": [[-2.9150, -2.4208, -1.1626], [-1.6130, -2.2151, -1.5878], [-3.2212, -1.9626, 0.1112], [-0.5856, -1.5877, -0.9045], [-2.2750, -1.2337, 0.7960], [-0.9796, -0.9620, 0.3220], [2.5618, -0.0990, 0.0143], [1.5693, 0.7956, -0.6645], [1.9904, -0.9375, 1.1525], [0.6246, 1.5276, 0.2695], [-0.5568, 2.1833, -0.3967], [1.2765, 2.5547, 1.1913], [-0.0644, 0.1254, 1.4844], [-3.6569, -2.9734, -1.7966], [-1.4273, -2.5749, -2.5832], [-4.1512, -2.2550, 0.5458], [0.3878, -1.4530, -1.3846], [-2.4517, -0.9981, 1.8203], [2.9980, -0.7184, -0.8255], [3.4597, 0.4307, 0.3320], [2.0832, 1.6073, -1.1320], [0.9147, 0.2531, -1.3396], [1.7097, -2.0534, 0.8254], [2.3421, -0.8563, 2.2941], [-1.4062, 2.0753, 0.1912], [-0.7539, 1.8752, -1.3627], [-0.1040, 3.3024, -0.5426], [1.6742, 3.4467, 0.5726], [2.0398, 1.9965, 1.8376], [0.5300, 3.1271, 1.9232]]
}

---

# 2
{
  "formula": "C52H55CsPSb",
  "method": "the ωB97M-V functional and the def2-TZVPD basis",
  "e_above_lowest_kj_mol": 40.0,
  "orbital_gap_ev": 5.25,
  "total_energy_ev": -71190.246,
  "multiplicity": 1,
  "elements": ["Cs", "C", "C", "C", "C", "C", "C", "C", "C", "C", "C", "H", "H", "H", "H", "H", "H", "H", "H", "H", "H", "H", "H", "H", "H", "C", "C", "C", "C", "C", "C", "C", "P", "C", "C", "C", "C", "C", "C", "C", "C", "C", "C", "C", "C", "C", "C", "H", "H", "H", "H", "H", "H", "H", "H", "H", "H", "H", "H", "H", "H", "H", "H", "H", "H", "H", "H", "C", "C", "C", "C", "C", "C", "C", "Sb", "C", "C", "C", "C", "C", "C", "C", "C", "C", "C", "C", "C", "C", "C", "H", "H", "H", "H", "H", "H", "H", "H", "H", "H", "H", "H", "H", "H", "H", "H", "H", "H", "H", "H", "H"],
  "xyz": [[-0.6897, -1.0327, 1.4489], [-3.7946, -2.5628, 3.6473], [-3.4923, -1.5787, 4.7804], [-4.3392, -0.3237, 4.5985], [-2.0014, -1.2982, 4.8975], [-1.0904, -2.3496, 4.9710], [0.2702, -2.1242, 5.0510], [0.7867, -0.8318, 5.0672], [2.2630, -0.5859, 5.1819], [-0.1175, 0.2171, 4.9969], [-1.4838, -0.0112, 4.9193], [-4.8637, -2.7729, 3.6012], [-3.2779, -3.5147, 3.7640], [-3.5161, -2.1446, 2.6763], [-3.7951, -2.0469, 5.7248], [-4.0646, 0.2182, 3.6887], [-4.2505, 0.3647, 5.4402], [-5.3900, -0.5986, 4.5061], [-1.4471, -3.3724, 4.9484], [0.9511, -2.9677, 5.0834], [2.5338, 0.3878, 4.7748], [2.8379, -1.3473, 4.6533], [2.5795, -0.6048, 6.2270], [0.2515, 1.2371, 4.9801], [-2.1472, 0.8399, 4.8415], [-3.3776, 3.9089, -1.8629], [-4.2538, 3.3138, -0.7959], [-5.3878, 4.0282, -0.4103], [-6.2651, 3.5532, 0.5494], [-6.0201, 2.3314, 1.1539], [-4.8897, 1.6169, 0.7994], [-3.9966, 2.0837, -0.1678], [-2.6336, 0.8970, -0.4620], [-1.2216, 1.8097, -1.1966], [-0.7263, 1.5017, -2.4641], [0.3541, 2.1849, -3.0044], [0.9548, 3.1969, -2.2781], [0.5101, 3.4766, -0.9952], [-0.5589, 2.7898, -0.4333], [-0.9865, 3.1225, 0.9678], [-3.2171, -0.2634, -1.6997], [-3.5973, 0.1774, -2.9746], [-3.9769, -0.6829, -3.9788], [-3.9959, -2.0588, -3.6817], [-3.6793, -2.5228, -2.4379], [-3.3012, -1.6604, -1.3511], [-3.0408, -2.2221, -0.0987], [-3.9019, 4.7227, -2.3629], [-3.0891, 3.1772, -2.6154], [-2.4497, 4.3141, -1.4528], [-5.5875, 4.9782, -0.8923], [-7.1392, 4.1339, 0.8158], [-6.7003, 1.9344, 1.8970], [-4.6960, 0.6584, 1.2704], [-1.2077, 0.7278, -3.0459], [0.7095, 1.9214, -3.9937], [1.7817, 3.7578, -2.6951], [1.0071, 4.2437, -0.4119], [-0.3335, 3.8823, 1.3974], [-0.9364, 2.2394, 1.6139], [-2.0141, 3.4888, 1.0190], [-3.5769, 1.2431, -3.1783], [-4.2607, -0.3119, -4.9544], [-4.2897, -2.7726, -4.4442], [-3.7359, -3.5872, -2.2370], [-3.3219, -3.2538, 0.0776], [-3.0732, -1.5709, 0.7724], [6.2073, -0.9847, -0.8902], [5.5510, -2.3377, -0.9009], [6.3668, -3.4657, -0.9706], [5.8449, -4.7484, -1.0039], [4.4735, -4.9286, -0.9624], [3.6511, -3.8162, -0.8816], [4.1627, -2.5189, -0.8555], [2.5754, -1.0766, -0.8218], [2.2916, -0.9206, -2.9300], [3.3218, -0.4768, -3.7525], [3.1343, -0.3029, -5.1166], [1.8956, -0.5843, -5.6685], [0.8757, -1.0678, -4.8642], [1.0536, -1.2588, -3.4970], [-0.0786, -1.8589, -2.7136], [3.5557, 0.7856, -0.4218], [3.7671, 1.7579, -1.3891], [4.3685, 2.9699, -1.0745], [4.7584, 3.2261, 0.2270], [4.5361, 2.2695, 1.2079], [3.9371, 1.0542, 0.9021], [3.7166, 0.0495, 1.9992], [7.2890, -1.0898, -0.9672], [5.9904, -0.4261, 0.0203], [5.8690, -0.3631, -1.7204], [7.4412, -3.3269, -1.0052], [6.5099, -5.6004, -1.0632], [4.0435, -5.9214, -0.9906], [2.5764, -3.9721, -0.8411], [4.2942, -0.2563, -3.3255], [3.9488, 0.0478, -5.7375], [1.7262, -0.4426, -6.7286], [-0.0835, -1.3101, -5.3065], [-0.9327, -2.0716, -3.3565], [-0.4644, -1.2131, -1.9219], [0.2166, -2.8003, -2.2424], [3.4541, 1.5806, -2.4099], [4.5276, 3.7080, -1.8509], [5.2348, 4.1636, 0.4840], [4.8395, 2.4670, 2.2298], [4.2288, 0.3497, 2.9129], [4.0832, -0.9475, 1.7355], [2.6513, -0.0465, 2.2362]]
}

---

# 3
{
  "formula": "C28H51Cl4F7N7O10S2",
  "method": "the ωB97M-V functional and the def2-TZVPD basis",
  "orbital_gap_ev": 8.93,
  "total_energy_ev": -151553.441,
  "charge": -1,
  "multiplicity": 1,
  "elements": ["C", "F", "F", "F", "S", "O", "O", "N", "S", "O", "O", "C", "F", "F", "F", "C", "C", "O", "N", "C", "H", "H", "H", "H", "H", "H", "H", "C", "C", "O", "N", "C", "H", "H", "H", "H", "H", "H", "H", "C", "C", "O", "N", "C", "H", "H", "H", "H", "H", "H", "H", "C", "C", "O", "N", "C", "H", "H", "H", "H", "H", "H", "H", "C", "C", "O", "N", "C", "H", "H", "H", "H", "H", "H", "H", "C", "C", "O", "N", "C", "H", "H", "H", "H", "H", "H", "H", "C", "Cl", "Cl", "H", "H", "C", "Cl", "Cl", "H", "H", "F", "C", "C", "C", "C", "C", "C", "H", "H", "H", "H", "H"],
  "xyz": [[-2.4906, -0.6759, -0.5154], [-2.7827, -1.9274, -0.0706], [-2.4875, -0.5915, -1.8487], [-3.4463, 0.1900, -0.1210], [-0.7228, -0.1079, 0.2534], [-0.7432, 1.3666, 0.3162], [-0.4866, -0.6799, 1.5717], [0.3709, -0.8499, -0.9343], [0.7834, 0.3601, -1.7617], [-0.3202, 1.0424, -2.4911], [1.6791, 1.2837, -1.1113], [1.9147, -0.4128, -3.0861], [2.3380, 0.4692, -4.0005], [2.9592, -1.0676, -2.5235], [1.1922, -1.2932, -3.7696], [2.2592, -1.0730, 6.4753], [2.5273, -1.8324, 5.1851], [3.6974, -2.0245, 4.8890], [1.5949, -2.3043, 4.3813], [0.1373, -2.4665, 4.5992], [1.9173, -0.0481, 6.3311], [3.1449, -1.1043, 7.1099], [1.5456, -1.5498, 7.1472], [2.0018, -2.8271, 3.6189], [-0.2853, -1.7307, 5.2834], [-0.0912, -3.4740, 4.9468], [-0.3351, -2.3290, 3.6265], [8.3540, -0.6247, -1.0515], [7.0574, -0.8414, -0.2167], [7.0304, -1.6910, 0.6962], [5.8875, -0.2107, -0.5673], [5.8021, 0.7271, -1.6957], [9.0930, -1.4161, -0.9265], [8.8553, 0.2950, -0.7499], [8.1872, -0.6633, -2.1279], [5.0288, -0.5216, -0.1359], [5.3365, 0.2217, -2.5418], [6.7351, 1.1132, -2.1063], [5.2675, 1.5830, -1.2836], [3.2161, -2.7918, -0.0826], [3.3538, -1.7915, 1.0078], [4.2687, -1.8813, 1.8192], [2.5147, -0.7953, 1.0368], [2.5982, 0.2710, 2.0338], [2.2282, -3.0444, -0.4679], [3.5716, -3.7781, 0.2156], [3.8714, -2.5284, -0.9128], [1.7649, -0.7977, 0.3601], [3.5752, 0.7071, 2.2423], [2.1734, -0.0624, 2.9806], [1.9474, 1.0557, 1.6481], [-0.5969, -3.5886, -3.1331], [-0.5534, -4.3173, -1.7829], [-0.8320, -5.5154, -1.7385], [-0.1905, -3.5903, -0.7202], [-0.1524, -3.9577, 0.7184], [-1.4733, -3.9116, -3.6949], [0.3153, -3.7730, -3.7006], [-0.6890, -2.5260, -2.9082], [-0.0896, -2.5962, -0.8673], [0.1244, -4.9948, 0.9078], [-1.1219, -3.7527, 1.1723], [0.4554, -3.3212, 1.3615], [-3.2583, 3.8694, -1.0850], [-3.9738, 4.3367, 0.1959], [-4.9836, 5.0075, 0.0591], [-3.5174, 4.0691, 1.4080], [-2.3411, 3.3356, 1.7384], [-3.8833, 3.9924, -1.9695], [-3.0508, 2.7996, -1.0651], [-2.3650, 4.4247, -1.3712], [-4.0794, 4.3415, 2.2018], [-2.1654, 3.5559, 2.7913], [-1.4106, 3.5169, 1.2002], [-2.6195, 2.2826, 1.7780], [-1.6476, 0.9690, 4.1414], [-2.8153, 0.0026, 4.2366], [-3.6429, 0.1032, 5.0836], [-2.9020, -0.9547, 3.2904], [-3.8438, -2.0747, 3.2833], [-1.3150, 1.2234, 3.1350], [-0.8763, 0.4675, 4.7259], [-1.8221, 1.8427, 4.7694], [-2.1758, -1.0683, 2.5977], [-4.6445, -1.9021, 4.0025], [-3.3592, -3.0185, 3.5334], [-4.3579, -2.2314, 2.3350], [2.0390, 4.0878, 0.4323], [2.2119, 4.2036, -1.3638], [1.1956, 5.5090, 1.0604], [1.4424, 3.1939, 0.6144], [3.0145, 3.9323, 0.8930], [-0.6311, 0.4911, -5.9118], [-0.1450, 2.1414, -5.5544], [-1.9788, 0.4929, -7.0326], [0.1476, -0.0900, -6.4057], [-0.9617, 0.0433, -4.9746], [-7.9768, 2.6946, -4.4067], [-6.6662, 2.4710, -4.3016], [-5.7667, 3.0795, -5.2055], [-4.4449, 2.8224, -5.1404], [-3.9516, 1.8887, -4.2009], [-4.8506, 1.1943, -3.3589], [-6.1829, 1.5113, -3.3931], [-6.2407, 3.7731, -5.8842], [-3.7516, 3.3458, -5.7822], [-2.8806, 1.7899, -4.1037], [-4.5480, 0.4362, -2.6518], [-6.8095, 1.0658, -2.6346]]
}

---

# 4
{
  "formula": "C2H3FO2S",
  "method": "the ωB97M-V functional and the def2-TZVPD basis",
  "e_above_lowest_kj_mol": 115.7,
  "orbital_gap_ev": 9.62,
  "total_energy_ev": -19768.746,
  "smiles": "CC(=O)OSF",
  "multiplicity": 1,
  "elements": ["C", "C", "O", "O", "S", "F", "H", "H", "H"],
  "xyz": [[-0.0082, 0.1792, 0.0491], [-0.8723, 0.5533, 1.2327], [-0.5250, 0.7007, 2.3406], [-2.1411, 0.5289, 0.8036], [-3.5101, 1.0404, 1.5611], [-4.5727, -0.2405, 1.4264], [-0.5966, 0.5776, -0.8562], [-0.1184, -0.9032, 0.0282], [1.0938, 0.4624, 0.2428]]
}

---

# 5
{
  "formula": "C4H12NO",
  "method": "the ωB97M-V functional and the def2-TZVPD basis",
  "e_above_lowest_kj_mol": 800.8,
  "orbital_gap_ev": 4.32,
  "total_energy_ev": -7865.991,
  "charge": 1,
  "multiplicity": 1,
  "elements": ["C", "C", "C", "C", "O", "N", "H", "H", "H", "H", "H", "H", "H", "H", "H", "H", "H", "H"],
  "xyz": [[-2.0185, 0.4277, 0.5150], [-0.6657, -0.0027, 0.0328], [-0.1837, -0.1620, -1.2136], [-0.7955, 0.1864, -2.5952], [2.2942, -0.2443, 0.0964], [1.6948, -0.2930, 2.7253], [-2.0626, 0.6197, 1.6213], [-2.5320, 1.1944, -0.0460], [-2.6159, -0.4810, 0.3701], [0.0293, -0.2731, 0.8442], [0.9208, -0.3999, -1.2475], [-1.8818, 0.0628, -2.5838], [-0.5495, 1.2156, -2.9741], [-0.4110, -0.5217, -3.3366], [1.8976, -0.1281, 1.7200], [3.1508, -0.2475, -0.3107], [1.9857, 0.3496, 3.4050], [1.7429, -1.3028, 2.9774]]
}

---

# 6
{
  "formula": "C45H61As3F6N2OPSW",
  "method": "the ωB97M-V functional and the def2-TZVPD basis",
  "orbital_gap_ev": [6.37, 4.50],
  "total_energy_ev": -273418.875,
  "charge": 4,
  "multiplicity": 4,
  "elements": ["W", "C", "C", "As", "C", "C", "C", "C", "C", "C", "C", "C", "C", "C", "C", "C", "As", "C", "C", "C", "C", "C", "C", "C", "C", "C", "C", "C", "C", "H", "H", "H", "H", "H", "H", "H", "H", "H", "H", "H", "H", "H", "H", "H", "H", "H", "H", "H", "H", "H", "H", "H", "H", "F", "As", "F", "F", "F", "F", "F", "N", "C", "N", "S", "H", "H", "H", "H", "O", "P", "C", "C", "C", "C", "C", "C", "C", "C", "C", "C", "C", "C", "C", "C", "C", "C", "C", "C", "H", "H", "H", "H", "H", "H", "H", "H", "H", "H", "H", "H", "H", "H", "H", "H", "H", "H", "H", "H", "H", "H", "H", "H", "H", "H", "H", "H", "H", "H", "H", "H", "H"],
  "xyz": [[0.6451, -0.0253, 2.1906], [2.8887, -2.2924, 0.7001], [1.7410, -2.9546, -0.0518], [0.0120, -2.5016, 0.7419], [-1.1020, -3.5472, -0.4706], [-2.3416, -4.0921, 0.0515], [-3.0776, -4.9818, -0.6826], [-2.6283, -5.3506, -1.9525], [-1.4137, -4.7916, -2.4899], [-0.6869, -3.8840, -1.7678], [-0.1724, -3.8227, 2.1590], [0.7092, -4.9015, 2.2530], [0.5405, -5.8410, 3.2604], [-0.4744, -5.6902, 4.1960], [-1.3738, -4.6327, 4.0857], [-1.2155, -3.6916, 3.0830], [2.6874, -0.3198, 0.5676], [2.9317, -0.2156, -1.3348], [4.1104, -0.7265, -1.8713], [4.2976, -0.6813, -3.2431], [3.3330, -0.1104, -4.0688], [2.1643, 0.4028, -3.5242], [1.9574, 0.3435, -2.1516], [4.4272, 0.1537, 1.2466], [5.1621, 1.1504, 0.5981], [6.4315, 1.4780, 1.0619], [6.9491, 0.8333, 2.1756], [6.2072, -0.1498, 2.8257], [4.9386, -0.4818, 2.3745], [3.8421, -2.5366, 0.2360], [2.9327, -2.5975, 1.7432], [1.8497, -4.0342, -0.1280], [1.7447, -2.5648, -1.0730], [-2.6702, -3.8150, 1.0426], [-3.9885, -5.4048, -0.2808], [-3.2019, -6.0502, -2.5486], [-1.0765, -5.1005, -3.4715], [0.2011, -3.4537, -2.2074], [1.5137, -5.0428, 1.5462], [1.2016, -6.6961, 3.3062], [-0.5503, -6.3792, 5.0266], [-2.1851, -4.5321, 4.7947], [-1.9114, -2.8628, 3.0275], [4.8828, -1.1383, -1.2342], [5.2087, -1.0796, -3.6698], [3.5041, -0.0570, -5.1357], [1.4295, 0.8692, -4.1688], [1.0535, 0.7389, -1.7119], [4.7559, 1.6475, -0.2747], [7.0159, 2.2295, 0.5472], [7.9305, 1.0988, 2.5457], [6.6239, -0.6660, 3.6805], [4.3696, -1.2333, 2.9061], [0.2234, 1.7521, 2.2770], [0.0960, 0.4509, 5.0506], [-1.3444, 1.2212, 4.6035], [2.2231, 0.4590, 3.1398], [0.9223, 1.9371, 5.0490], [1.2121, -1.6072, 3.0506], [-1.0472, -0.6476, 2.6772], [3.6594, 5.5734, 2.5669], [3.4907, 4.3401, 2.9913], [3.6612, 4.0064, 4.2526], [3.0298, 3.0981, 1.8318], [3.9286, 6.3262, 3.1892], [3.5643, 5.7937, 1.5871], [3.9334, 4.6804, 4.9579], [3.4808, 3.0625, 4.5574], [-0.2664, 0.4152, 0.3382], [-1.4806, 1.3017, -0.2264], [-1.7102, 0.7294, -1.9331], [-3.0883, 1.1033, -2.5359], [-3.4686, 0.1734, -3.7010], [-2.2271, -0.2514, -4.4761], [-1.3238, -1.1268, -3.5931], [-1.4483, -0.7742, -2.0991], [-2.8219, 1.0463, 0.9844], [-3.3952, -0.3852, 0.9970], [-4.6470, -0.5965, 0.1451], [-5.7227, 0.4518, 0.4354], [-5.2006, 1.8833, 0.3078], [-3.9376, 2.1090, 1.1359], [-1.0298, 3.0561, -0.1568], [-1.9521, 3.9762, -1.0082], [-1.4660, 4.2365, -2.4375], [-0.0168, 4.7021, -2.4608], [0.8638, 3.6163, -1.8554], [0.4670, 3.3426, -0.4054], [-0.9250, 1.2608, -2.4852], [-3.0653, 2.1260, -2.9054], [-3.8639, 1.0654, -1.7808], [-4.1741, 0.6904, -4.3490], [-3.9789, -0.7219, -3.3310], [-1.6927, 0.6428, -4.8119], [-2.5009, -0.7940, -5.3792], [-0.2839, -1.0349, -3.9121], [-1.6010, -2.1764, -3.7198], [-0.5303, -1.0611, -1.5813], [-2.2765, -1.3330, -1.6500], [-2.2181, 1.1675, 1.8874], [-3.6555, -0.6098, 2.0358], [-2.6231, -1.1052, 0.6962], [-5.0462, -1.5914, 0.3548], [-4.3929, -0.5824, -0.9174], [-6.1031, 0.3024, 1.4507], [-6.5720, 0.3027, -0.2308], [-5.9616, 2.5790, 0.6617], [-5.0379, 2.1368, -0.7412], [-4.2295, 2.0817, 2.1896], [-3.5478, 3.1107, 0.9574], [-1.2289, 3.2869, 0.8946], [-2.0012, 4.9394, -0.4950], [-2.9713, 3.5848, -1.0320], [-2.1155, 4.9909, -2.8819], [-1.5447, 3.3412, -3.0581], [0.0896, 5.6361, -1.9007], [0.2928, 4.9015, -3.4865], [1.9130, 3.9193, -1.8813], [0.7812, 2.7099, -2.4642], [0.7128, 4.2403, 0.1731], [1.0677, 2.5230, -0.0035]]
}